1.
Density functional theory data (ωB97M-V with the def2-TZVPD basis set) for a structure of composition C7H10N2O3Sn at a distorted geometry.

Cartesian coordinates (Å):
Sn: -0.37 0.27 0.22
O: -3.41 2.08 2.03
O: -2.23 1.83 0.14
O: -1.65 0.71 1.98
N: 0.09 1.70 -1.33
N: -2.54 1.59 1.42
C: 1.89 -1.85 0.04
C: 0.90 -0.85 1.88
C: -0.97 -0.77 -1.71
C: -0.92 0.66 -2.33
C: 2.30 -0.45 0.07
C: 1.06 -2.06 1.16
C: 1.75 0.18 1.26
H: 2.27 -2.55 -0.62
H: -0.09 0.91 -2.96
H: 0.40 -0.72 2.86
H: 0.67 -3.02 1.48
H: -0.02 2.64 -0.78
H: -0.16 -1.46 -1.93
H: 1.98 1.17 1.66
H: 2.90 0.04 -0.65
H: -1.94 -1.15 -1.45
H: -1.91 1.11 -2.43

LUMO energy in eV: -0.3
Gap between HOMO and LUMO in eV: 8.21
HOMO energy in Eh: -0.3140
E_tot in eV: -22366.84524
Relative energy (zero: lowest compared OMol25 entry of this formula, charge and spin) in kJ/mol: 9.92

Want to see where the charge sits? The Löwdin charges in e are: 1.39, 0.16, -0.12, -0.17, -0.21, -0.45, -0.12, -0.27, -0.17, -0.23, -0.14, -0.17, -0.23, 0.08, 0.06, 0.11, 0.10, 0.03, 0.04, 0.11, 0.09, 0.03, 0.08

---

2.
Density functional theory data (ωB97M-V with the def2-TZVPD basis set) for a structure of composition C17H37Br6N6O8Y at a distorted geometry.

Cartesian coordinates (Å):
Y: -0.88 0.53 2.09
Br: 3.10 -2.54 -3.37
Br: 0.89 -2.32 -6.00
Br: 1.76 1.81 -4.96
Br: 3.55 2.94 -2.43
Br: 4.87 1.20 -4.58
Br: 0.57 -4.71 -3.74
O: -0.04 2.61 1.41
O: -2.26 -1.21 1.05
O: 1.47 0.49 2.00
O: -1.13 0.43 -1.89
O: 0.24 -1.85 2.06
O: -0.01 0.15 -0.13
O: 0.78 -0.37 -2.01
O: -2.73 1.68 1.12
N: 3.08 0.18 0.40
N: -2.57 -2.00 -0.98
N: -0.12 0.09 -1.36
N: 1.49 4.08 0.65
N: -4.48 3.02 1.55
N: 1.28 -3.57 1.09
C: 2.45 3.83 1.76
C: 0.32 3.42 0.55
C: 1.10 -3.23 -0.26
C: 1.24 -3.54 3.48
C: 1.27 -2.88 -4.14
C: -4.11 2.08 -0.80
C: -5.86 3.50 1.36
C: 4.45 0.09 -0.17
C: 3.21 1.49 -3.70
C: 2.66 0.19 1.70
C: -2.74 -2.94 -2.03
C: 3.52 -0.08 2.87
C: -2.61 -2.14 0.33
C: 0.89 -2.89 2.16
C: -3.75 2.26 0.67
C: -0.51 3.81 -0.59
C: -3.00 -3.45 0.99
H: -4.08 3.07 -1.24
H: 0.33 -2.48 -0.40
H: 1.98 -2.82 -0.76
H: 1.37 -2.81 4.28
H: -0.82 2.91 -1.12
H: 1.52 -4.55 1.07
H: 2.30 4.53 2.59
H: 5.03 -0.69 0.32
H: 0.58 -4.32 3.86
H: -2.11 -3.93 1.40
H: 2.19 -4.07 3.55
H: -3.63 -3.56 -1.92
H: 2.32 0.26 -0.26
H: -2.04 -1.21 -1.31
H: -5.95 4.54 1.02
H: 4.42 -0.18 -1.23
H: -4.13 3.31 2.45
H: -3.37 -4.13 0.22
H: 4.49 0.41 2.75
H: -3.63 -3.33 1.86
H: 4.98 1.04 -0.10
H: 1.50 4.99 0.22
H: 0.65 -4.06 -0.80
H: 3.48 4.02 1.48
H: 0.11 4.41 -1.26
H: 2.45 2.81 2.14
H: -3.45 1.50 -1.45
H: 0.57 -2.20 -3.64
H: -6.47 3.28 2.24
H: 3.77 -1.13 2.99
H: -3.02 -2.38 -2.93
H: -1.27 4.49 -0.23
H: -6.24 2.89 0.55
H: 2.83 0.69 -3.05
H: 2.98 0.30 3.73
H: -1.89 -3.55 -2.32
H: -5.14 1.74 -0.84

LUMO energy in eV: -6.4
Gap between HOMO and LUMO in eV: 7.42
HOMO energy in Eh: -0.5072
E_tot in eV: -464835.90972
Net charge: +2
Relative energy (zero: lowest compared OMol25 entry of this formula, charge and spin) in kJ/mol: 185.44

Want to see where the charge sits? The Löwdin charges in e are: 1.94, 0.57, 0.59, 0.59, 0.53, 0.61, 0.57, -0.11, -0.10, -0.19, 0.03, -0.07, -0.13, 0.01, -0.13, 0.10, 0.07, -0.61, 0.07, 0.04, 0.04, -0.02, -0.50, -0.09, 0.02, -1.47, 0.04, -0.04, -0.03, -1.62, -0.46, -0.06, 0.03, -0.49, -0.49, -0.42, 0.04, 0.05, 0.10, 0.07, 0.05, 0.08, 0.09, 0.16, 0.09, 0.09, 0.09, 0.09, 0.09, 0.10, 0.10, 0.10, 0.10, 0.07, 0.14, 0.08, 0.10, 0.10, 0.08, 0.15, 0.07, 0.09, 0.10, 0.06, 0.08, -0.08, 0.10, 0.10, 0.10, 0.11, 0.08, -0.09, 0.10, 0.06, 0.09

---

3.
Density functional theory data (ωB97M-V with the def2-TZVPD basis set) for a cluster of 2 separate species, C26H31BrF9N2O8S3 in total.

Cartesian coordinates (Å):
Br: -2.89 -2.18 4.69
S: -3.28 -4.63 1.39
S: -0.37 -2.32 -2.25
S: 2.14 0.08 -0.15
F: 2.68 -2.53 -0.43
F: 4.95 0.02 0.25
F: 7.31 -1.00 -0.52
F: 6.57 -0.12 -2.36
F: 5.16 -3.10 -1.35
F: 4.35 -1.30 -2.29
F: 5.27 -2.02 1.00
F: 7.27 -2.19 -2.34
F: 2.87 -1.70 1.57
O: 0.73 -1.31 -1.69
O: 2.57 0.59 -1.41
O: 2.16 0.86 1.04
O: -0.73 -1.88 -3.56
O: -0.64 0.71 -1.96
O: 3.23 4.45 2.46
O: 4.90 4.25 3.95
O: 0.14 -3.64 -2.03
N: -1.55 -3.05 -0.06
N: -5.30 1.33 -2.68
C: -0.49 1.72 1.71
C: -2.02 -0.59 -0.49
C: 5.17 -1.75 -1.33
C: 0.26 2.95 2.27
C: 0.44 4.20 1.42
C: -2.15 -0.80 3.52
C: -5.41 0.97 -1.41
C: -3.07 0.46 -2.61
C: -3.02 -2.59 -1.94
C: 4.65 -1.27 0.06
C: 0.50 -0.67 -0.43
C: -3.18 0.09 -1.27
C: -0.71 0.31 -0.60
C: -1.71 -1.38 2.16
C: -2.31 -3.76 0.53
C: -1.83 -2.09 -1.11
C: -2.94 -4.03 -2.46
C: 3.11 -1.47 0.27
C: 4.30 3.96 2.89
C: -2.52 -0.77 0.99
C: -4.14 1.06 -3.26
C: -4.41 0.35 -0.68
C: -0.66 1.66 0.19
C: 4.95 2.85 2.03
C: 6.62 -1.25 -1.64
C: -1.82 2.57 -0.25
H: -3.13 -1.94 -2.80
H: 0.88 3.99 0.44
H: -2.15 2.38 -1.26
H: -3.92 -2.46 -1.34
H: -2.67 2.47 0.42
H: -6.37 1.17 -0.93
H: 0.36 -1.45 0.32
H: -2.17 0.26 -3.17
H: -2.93 -0.06 3.43
H: 5.96 3.15 1.75
H: -4.63 0.10 0.35
H: -0.27 3.26 3.18
H: 0.25 2.14 -0.21
H: 0.23 1.09 -2.13
H: -3.41 -1.39 0.91
H: 4.36 2.66 1.13
H: -0.64 -1.28 2.08
H: -1.91 -2.44 2.22
H: -3.93 -4.47 -2.47
H: -2.53 -4.05 -3.47
H: -2.87 0.22 1.29
H: 1.25 2.65 2.61
H: 0.07 0.85 2.05
H: -1.33 -0.37 4.08
H: -1.47 1.68 2.17
H: -0.50 4.75 1.29
H: -2.31 -4.68 -1.84
H: 5.03 1.93 2.61
H: -4.04 1.34 -4.30
H: 1.14 4.85 1.94
H: -1.48 3.60 -0.20

LUMO energy in eV: 1.5
Gap between HOMO and LUMO in eV: 5.73
HOMO energy in Eh: -0.1558
E_tot in eV: -173829.37160
Net charge: -1

Want to see where the charge sits? The Löwdin charges in e are: 0.62, 0.80, 0.71, 0.81, 0.14, 0.16, 0.18, 0.18, 0.16, 0.16, 0.16, 0.18, 0.13, -0.24, -0.23, -0.21, -0.23, -0.03, -0.10, -0.10, -0.23, 0.08, 0.06, -0.17, -0.15, -0.34, -0.21, -0.12, -0.58, -0.14, -0.04, -0.19, -0.37, -0.25, -0.17, -0.31, -0.26, -0.79, -0.33, -0.07, -0.44, -0.78, -0.11, -0.12, -0.03, -0.26, -0.06, -0.52, -0.01, 0.10, 0.08, 0.07, 0.13, 0.09, 0.10, 0.13, 0.11, 0.05, 0.06, 0.11, 0.11, 0.12, 0.13, 0.12, 0.04, 0.10, 0.01, 0.08, 0.08, 0.09, 0.09, 0.08, 0.06, 0.09, 0.06, 0.06, 0.06, 0.11, 0.05, 0.07

---

4.
Density functional theory data (ωB97M-V with the def2-TZVPD basis set) for a cluster of 11 separate species, C36H54N3O30 in total.

Cartesian coordinates (Å):
O: 7.39 5.18 -2.58
O: 6.58 1.66 6.40
O: -6.84 -8.04 -1.70
O: -4.92 -1.83 -6.05
O: -7.54 2.42 -0.98
O: 8.47 4.49 -0.72
O: -2.04 0.17 0.40
O: 7.90 6.66 -0.98
O: 2.49 8.76 1.58
O: -6.48 -8.47 0.45
O: -2.04 2.40 0.10
O: -2.04 -8.32 5.39
O: 5.24 2.06 4.61
O: -0.51 2.18 -6.72
O: -0.71 -0.04 -6.34
O: -2.57 1.07 -1.59
O: -0.50 -9.50 4.24
O: -4.81 -5.02 1.61
O: 7.39 1.50 4.33
O: -5.98 0.86 -1.23
O: -4.64 -1.71 -3.85
O: -3.00 -4.19 2.65
O: -2.19 -8.45 3.17
O: -6.02 2.60 -2.64
O: -0.86 1.39 -4.64
O: -8.31 -9.30 -0.56
O: 2.09 6.84 2.67
O: -3.17 -2.88 -5.09
O: 1.95 6.89 0.45
O: -3.33 -3.76 0.50
N: 1.53 0.53 -0.26
N: 2.55 1.90 1.39
N: 3.31 -0.31 1.12
C: -6.48 2.02 -1.71
C: 6.54 0.93 -0.07
C: 1.51 5.58 2.29
C: 1.87 5.50 0.82
C: -2.10 3.25 -1.05
C: -1.78 -3.56 2.19
C: -3.80 -4.38 1.59
C: 6.69 6.37 -2.91
C: -5.66 -0.75 -4.16
C: -7.31 -8.67 -0.60
C: 6.11 2.40 0.07
C: -6.10 -1.21 -5.54
C: 6.30 1.77 5.06
C: -1.48 -8.82 4.26
C: 8.52 1.40 5.19
C: 3.93 2.43 1.52
C: 7.87 1.06 6.52
C: -0.67 1.26 -5.97
C: -7.90 1.36 -0.09
C: 2.21 7.61 1.57
C: -6.61 0.58 0.03
C: -4.15 -2.21 -5.01
C: -5.74 -7.20 -1.31
C: 4.60 2.67 0.16
C: 2.53 0.61 0.77
C: -1.26 0.11 -4.12
C: 7.98 5.35 -1.36
C: -5.28 -7.86 -0.03
C: 7.42 7.42 -2.09
C: -0.70 -0.84 -5.15
C: -2.24 -2.90 0.90
C: -2.90 2.40 -2.02
C: 6.90 0.22 1.24
C: -2.20 1.13 -0.30
C: -3.41 -7.85 3.61
C: -3.05 -7.38 5.00
H: -4.89 -7.15 0.69
H: 6.74 6.55 -3.98
H: 3.19 -1.15 0.56
H: 3.83 3.40 2.02
H: -1.04 -4.34 2.02
H: -2.35 0.07 -4.07
H: -1.48 -2.87 0.13
H: -6.12 -6.19 -1.14
H: 5.64 6.27 -2.61
H: 4.47 3.73 -0.07
H: 8.28 7.84 -2.62
H: -3.70 -7.04 2.95
H: -8.26 1.76 0.85
H: 0.33 -1.15 -4.94
H: 6.64 2.90 0.88
H: 2.18 1.79 2.33
H: -6.41 -0.39 -6.19
H: 4.07 2.13 -0.64
H: -6.90 -1.96 -5.50
H: -2.62 -6.37 5.00
H: 9.03 2.36 5.22
H: -1.09 3.45 -1.40
H: -6.45 -0.79 -3.42
H: 7.74 -0.02 6.66
H: -3.88 -7.41 5.70
H: -4.20 -8.61 3.62
H: 0.64 0.49 0.22
H: 4.55 1.80 2.16
H: -4.99 -7.18 -2.09
H: 6.42 2.92 -0.85
H: 5.74 0.38 -0.59
H: 7.41 0.93 -0.74
H: 1.12 4.99 0.22
H: -8.70 0.77 -0.55
H: 2.84 5.03 0.66
H: 1.93 4.77 2.88
H: -3.98 2.53 -1.93
H: 8.39 1.47 7.38
H: 6.15 -0.51 1.54
H: -0.85 -0.04 -3.13
H: 6.78 8.22 -1.74
H: 9.20 0.64 4.82
H: -6.75 -0.49 0.15
H: -2.59 4.19 -0.80
H: -4.54 -8.64 -0.20
H: -1.42 -2.86 2.93
H: -2.61 2.54 -3.06
H: -5.97 0.95 0.83
H: 1.62 -0.36 -0.74
H: 7.08 0.93 2.04
H: -5.22 0.24 -4.17
H: 0.43 5.63 2.46
H: -1.32 -1.72 -5.28
H: -2.63 -1.90 1.06

LUMO energy in eV: 0.9
Gap between HOMO and LUMO in eV: 1.27
HOMO energy in Eh: -0.0153
E_tot in eV: -104101.36058
Net charge: -1

Löwdin atomic charge list, values in e, 99 entries: 0.05, 0.04, 0.06, 0.07, 0.07, 0.18, 0.13, 0.05, 0.15, 0.06, 0.07, 0.06, 0.16, 0.16, 0.07, 0.04, 0.17, 0.13, 0.04, 0.04, 0.06, 0.05, 0.06, 0.15, 0.05, 0.16, 0.06, 0.15, 0.06, 0.07, 0.09, -0.01, 0.19, -0.58, -0.39, -0.11, -0.11, -0.08, -0.09, -0.58, -0.13, -0.11, -0.58, -0.24, -0.10, -0.56, -0.57, -0.12, -0.21, -0.13, -0.57, -0.10, -0.58, -0.10, -0.57, -0.11, -0.20, -0.54, -0.12, -0.56, -0.11, -0.13, -0.10, -0.10, -0.09, -0.28, -0.58, -0.11, -0.11, 0.10, 0.13, 0.05, 0.09, 0.14, 0.12, 0.14, 0.13, 0.13, 0.08, 0.13, 0.11, 0.13, 0.14, 0.10, 0.10, 0.13, 0.10, 0.13, 0.13, 0.13, 0.14, 0.13, 0.13, 0.13, 0.14, 0.05, 0.08, 0.13, 0.07